C15H50N2O9 as an isolated structure at a distorted geometry. Source: the Open Molecules 2025 dataset; level of theory: ωB97M-V/def2-TZVPD.

XYZ file:
```
76
Properties=species:S:1:pos:R:3:lowdin_charge:R:1
C 0.82 -1.07 0.37 -0.12
O 0.41 -2.06 -0.60 -0.13
H 1.33 -1.49 1.24 0.08
H 1.45 -0.33 -0.11 0.04
H -0.07 -0.62 0.81 0.02
H 1.17 -2.35 -1.10 -0.12
C 1.98 -3.26 3.08 -0.16
O 1.58 -4.56 3.51 -0.11
H 1.29 -2.54 3.53 0.08
H 2.98 -3.06 3.47 0.08
H 2.05 -3.15 2.00 0.04
H 1.36 -4.36 4.43 0.07
C 2.80 -1.50 -2.37 -0.03
O 1.91 -2.60 -2.01 -0.06
H 2.31 -0.61 -1.98 0.03
H 3.79 -1.71 -1.97 0.08
H 2.98 -1.30 -3.43 0.11
H 2.17 -3.43 -2.42 0.15
C -1.16 -0.63 -2.45 -0.08
O 0.00 0.25 -2.37 -0.13
H -1.80 -0.62 -3.33 0.11
H -0.82 -1.66 -2.30 0.09
H -1.78 -0.42 -1.57 0.02
H 0.72 -0.22 -1.95 0.03
C -2.20 -3.68 -0.79 -0.08
O -1.34 -3.13 0.23 -0.18
H -1.71 -4.41 -1.43 0.08
H -2.97 -4.24 -0.25 0.09
H -2.79 -2.96 -1.37 0.09
H -0.98 -2.32 -0.14 0.00
C -1.81 -1.46 1.95 -0.15
O -2.39 -2.72 2.14 -0.13
H -2.29 -1.14 1.03 0.05
H -1.98 -0.67 2.68 0.11
H -0.76 -1.63 1.72 0.06
H -2.01 -3.34 1.52 0.00
C 3.65 -1.60 0.23 -0.12
O 3.05 -2.94 0.18 -0.13
H 4.59 -1.52 -0.31 0.09
H 2.96 -0.84 -0.15 0.03
H 3.76 -1.46 1.30 0.10
H 3.01 -3.25 -0.73 0.05
C 1.88 3.41 -2.64 -0.04
C 2.12 2.63 -1.29 -0.31
C 1.15 2.90 -0.07 -0.21
O 1.55 2.10 0.96 -0.17
C 0.83 2.22 2.17 -0.08
N 1.98 1.19 -1.61 0.00
H 2.68 3.40 -3.38 0.07
H 1.68 4.48 -2.64 0.07
H 0.99 2.99 -3.10 0.07
H 3.14 2.79 -0.93 0.13
H 0.12 2.78 -0.39 0.10
H 1.39 3.92 0.24 0.13
H -0.03 1.55 2.23 0.06
H 0.46 3.22 2.38 0.09
H 1.38 1.85 3.03 0.09
H 1.82 0.72 -0.73 0.01
H 1.11 1.08 -2.09 -0.01
C -3.69 4.61 0.15 -0.09
C -3.76 3.19 0.44 -0.43
C -2.42 2.45 0.40 -0.17
O -2.66 1.06 0.15 -0.12
C -1.55 0.28 -0.16 -0.21
N -4.19 3.07 1.84 0.02
H -3.27 5.26 0.92 0.09
H -4.66 4.98 -0.16 0.08
H -3.17 4.69 -0.80 0.08
H -4.55 2.70 -0.14 0.15
H -1.84 2.55 1.32 0.11
H -1.85 2.97 -0.37 0.10
H -1.86 -0.75 -0.02 0.06
H -0.88 0.47 0.68 0.07
H -1.15 0.48 -1.15 0.06
H -4.57 2.14 1.95 0.07
H -3.45 3.24 2.51 0.07
```

The value obtained for the energy is -37757.6762 eV. As for the energy above the lowest of the compared OMol25 structures with the same formula, charge and spin: 271.31 kcal/mol. The net charge is 0. Its highest occupied orbital energy is -8.45 eV. As for the spin multiplicity: 1. The HOMO-LUMO gap comes out at 8.5 eV.